No. 1
ORCA calculation (ωB97M-V/def2-TZVPD) on a gas-phase ion, C5H12N (charge +1).

Each line ends with the Löwdin charge.
Geometry (Å):
C (1.9382, 1.5171, 0.9998)  0.21
N (1.3406, 0.8174, 0.1008)  0.05
C (1.2055, -0.6621, 0.1257)  -0.12
C (-0.2425, -1.0258, 0.5708)  -0.18
C (-1.4054, -0.1438, 0.1688)  -0.24
C (-1.7251, -0.0872, -1.3747)  -0.07
H (1.9011, 2.5877, 0.8524)  0.13
H (2.6338, 0.9816, 1.6324)  0.13
H (0.5067, 1.2565, -0.2972)  0.15
H (1.3504, -0.9635, -0.9159)  0.13
H (1.9777, -1.2185, 0.6598)  0.14
H (-0.3808, -1.9701, 0.0330)  0.12
H (-0.1640, -1.2704, 1.6386)  0.12
H (-2.3533, -0.4071, 0.6293)  0.12
H (-1.2375, 0.9092, 0.4275)  0.09
H (-2.6525, -0.5878, -1.6377)  0.08
H (-0.9602, -0.6776, -1.8945)  0.07
H (-1.7325, 0.9442, -1.7188)  0.07

Cartesian forces, eV/Å:
C 0.716 -0.691 -2.007
N -0.709 -0.371 2.475
C -0.855 0.264 -1.473
C 0.753 -1.362 -0.090
C -0.548 1.278 -1.274
C 1.025 -0.855 0.601
H -0.204 0.188 0.763
H 0.066 0.345 0.328
H 0.559 0.111 -0.853
H -0.110 0.148 -0.011
H -0.020 0.721 0.445
H -0.181 -0.197 0.437
H -0.500 0.301 -0.173
H 0.350 -0.256 0.612
H -0.080 -0.116 0.580
H -0.192 0.217 0.185
H 0.008 0.399 -0.276
H -0.079 -0.125 -0.268

gap between HOMO and LUMO: 10.09 eV
HOMO: -15.49 eV
2S+1: 1
net charge: +1
lowest unoccupied orbital energy: -5.407 eV
relative energy (zero: lowest compared OMol25 entry of this formula, charge and spin): 1.839 eV
E_tot: -6861.719 eV

=====

No. 2
ORCA calculation (ωB97M-V/def2-TZVPD) on C4H9NOS in the gas phase.

Each line ends with the Löwdin charge.
Geometry (Å):
C (-0.2909, 0.2700, 0.5455)  -0.59
C (-0.3483, 1.7435, 0.9913)  -0.08
C (-1.1692, -1.6495, -0.5580)  -0.04
C (2.1216, -0.0073, -0.4762)  -0.32
N (-1.3440, -0.3114, -0.0452)  -0.33
O (-2.4009, 0.3514, -0.2210)  -0.07
S (1.1258, -0.6897, 0.9209)  0.89
H (-0.5083, 2.3296, 0.1048)  0.06
H (-1.3687, 1.8915, 1.5706)  0.12
H (0.6397, 1.8329, 1.6106)  0.09
H (-0.1963, -1.9464, -0.5786)  0.00
H (-1.3483, -1.7122, -1.6236)  0.11
H (-1.7667, -2.3250, -0.0442)  0.09
H (2.3158, 0.9902, -0.3348)  0.01
H (1.6483, -0.1449, -1.4960)  0.08
H (2.8904, -0.6225, -0.3661)  -0.04

Cartesian forces, eV/Å:
C -1.537 -0.118 0.288
C -0.765 -2.218 1.767
C -1.608 0.604 -1.945
C -4.189 -0.732 -1.079
N 2.656 1.973 1.112
O -0.661 -0.381 -0.428
S 0.138 0.933 -0.644
H 0.515 0.700 -0.327
H 2.243 -0.247 -0.666
H -2.154 0.726 -1.187
H 2.597 -0.676 0.869
H -1.091 0.535 -0.255
H -1.181 -1.207 0.904
H 0.686 2.276 0.464
H 0.311 -0.074 1.301
H 4.040 -2.094 -0.174

gap between HOMO and LUMO: 8.79 eV
HOMO: -8.29 eV
2S+1: 1
lowest unoccupied orbital energy: 0.503 eV
relative energy (zero: lowest compared OMol25 entry of this formula, charge and spin): 4.248 eV
E_tot: -18663.279 eV

=====

No. 3
ORCA calculation (ωB97M-V/def2-TZVPD) on 2 unconnected molecules or ions with the total composition CH2P2S.

Each line ends with the Löwdin charge.
Geometry (Å):
C (-0.9624, -0.3190, 1.1069)  -0.37
P (-0.0552, -0.0586, -0.2180)  0.65
P (3.5531, -0.6237, -0.2373)  0.07
S (4.3125, 1.1004, 0.2242)  -0.11
H (-0.6978, -0.9158, 1.8889)  -0.11
H (-1.0683, 0.7646, -0.8721)  -0.13

Cartesian forces, eV/Å:
C 0.343 0.978 -2.197
P -1.147 0.738 -0.335
P 0.623 1.536 0.407
S -0.668 -1.526 -0.406
H 0.172 -1.469 2.553
H 0.676 -0.257 -0.022

gap between HOMO and LUMO (spin up / spin down): 7.93 / 5.95 eV
HOMO (spin up / spin down): -9.22 / -7.64 eV
2S+1: 1
lowest unoccupied orbital energy (spin up / spin down): -1.292 / -1.688 eV
relative energy (zero: lowest compared OMol25 entry of this formula, charge and spin): 3.008 eV
E_tot: -30477.392 eV

=====

No. 4
ORCA calculation (ωB97M-V/def2-TZVPD) on C17H13N3O7 in the gas phase.

Each line ends with the Löwdin charge.
Geometry (Å):
C (4.4315, 1.3346, -1.5501)  -0.08
O (3.9930, 1.5815, -0.2336)  -0.08
C (2.6642, 1.7149, -0.0080)  -0.29
C (2.2851, 1.8589, 1.3287)  0.01
C (0.9601, 2.0171, 1.6688)  -0.03
C (-0.0239, 2.0479, 0.6881)  -0.23
C (-1.4697, 2.2346, 1.0599)  -0.06
N (-2.3211, 1.2124, 0.4445)  0.07
C (-3.4338, 1.6277, -0.2560)  -0.46
O (-3.6936, 2.7833, -0.4698)  0.12
N (-4.2886, 0.6190, -0.6744)  0.21
C (-4.1101, -0.7399, -0.5811)  -0.41
O (-4.9451, -1.5227, -0.9624)  0.11
C (-2.7859, -1.1172, -0.0395)  -0.01
C (-2.3677, -2.3917, -0.1815)  0.11
C (-1.0255, -2.8381, 0.0857)  -0.23
C (-0.5579, -4.0105, 0.6530)  0.03
C (0.8393, -3.9075, 0.6791)  0.06
C (1.1248, -2.6921, 0.0953)  -0.18
N (2.3737, -2.1194, -0.2470)  -0.32
O (2.3695, -1.1597, -0.9881)  0.11
O (3.3620, -2.6586, 0.2071)  0.11
O (0.0050, -2.0522, -0.2604)  0.14
C (-1.9917, -0.1040, 0.6970)  -0.35
O (-1.1467, -0.3996, 1.5084)  0.15
C (0.3535, 1.9014, -0.6382)  -0.02
C (1.6800, 1.7333, -0.9923)  -0.02
H (3.9653, 0.4327, -1.9539)  0.08
H (4.2231, 2.1856, -2.2071)  0.09
H (5.5082, 1.1899, -1.4782)  0.09
H (3.0549, 1.8351, 2.0837)  0.12
H (0.6840, 2.1149, 2.7080)  0.12
H (-1.5849, 2.1713, 2.1456)  0.14
H (-1.8460, 3.1992, 0.7100)  0.13
H (-5.1467, 0.9406, -1.1110)  0.17
H (-3.0707, -3.1244, -0.5600)  0.14
H (-1.1550, -4.8182, 1.0232)  0.12
H (1.5524, -4.6132, 1.0528)  0.12
H (-0.3995, 1.9207, -1.4143)  0.12
H (1.9342, 1.6121, -2.0320)  0.11

Cartesian forces, eV/Å:
C 0.028 -0.052 -0.225
O -0.011 -0.023 0.251
C -0.310 0.148 0.169
C 0.211 -0.020 -0.176
C -0.064 0.051 -0.204
C 0.041 0.063 -0.081
C 0.139 0.223 0.121
N 0.307 0.299 0.152
C -0.197 -0.166 -0.088
O -0.081 0.181 -0.059
N -0.481 0.167 -0.203
C 0.151 -0.050 -0.022
O -0.130 -0.102 -0.040
C 0.228 -0.804 -0.052
C -0.326 0.876 0.032
C 0.304 -1.172 0.535
C -0.459 0.744 -0.398
C 0.592 0.864 -0.357
C -0.937 -1.244 0.716
N 0.304 0.243 -0.262
O -0.076 0.101 -0.122
O 0.118 -0.163 0.174
O 0.391 0.320 -0.355
C -0.105 -0.286 0.113
O -0.106 0.098 0.035
C -0.086 0.105 0.278
C 0.337 0.039 -0.064
H 0.061 0.051 -0.005
H 0.004 -0.018 0.029
H -0.073 0.006 -0.061
H 0.100 -0.006 0.091
H -0.041 -0.024 0.131
H -0.002 0.056 -0.104
H 0.013 -0.206 0.134
H 0.193 -0.052 0.076
H -0.039 0.032 -0.036
H -0.165 -0.158 0.044
H 0.171 -0.086 0.042
H -0.069 -0.008 -0.100
H 0.067 -0.026 -0.112

gap between HOMO and LUMO: 6.67 eV
HOMO: -8.22 eV
2S+1: 1
lowest unoccupied orbital energy: -1.551 eV
E_tot: -36640.052 eV

=====

No. 5
ORCA calculation (ωB97M-V/def2-TZVPD) on C2H4BFO in the gas phase.

Each line ends with the Löwdin charge.
Geometry (Å):
B (-0.6189, -0.8301, -0.6742)  -0.29
C (0.3802, 1.1877, 0.7361)  -0.20
C (0.4502, -0.1045, 0.0099)  -0.15
O (1.2764, 1.9340, 0.9390)  0.15
F (1.6661, -0.5602, 0.2657)  0.14
H (-1.7030, -0.1466, -0.4616)  0.08
H (-0.7360, -1.9187, -0.2446)  0.07
H (-0.5687, 1.3944, 1.1772)  0.12
H (-0.1463, -0.9560, -1.7475)  0.08

Cartesian forces, eV/Å:
B -2.616 1.423 0.683
C -0.860 0.647 0.438
C 2.133 -0.685 1.244
O 1.492 0.569 -0.272
F -0.567 -0.238 -0.800
H 1.357 -0.778 -0.743
H 0.244 -0.837 0.222
H -1.385 0.006 0.244
H 0.200 -0.107 -1.015

gap between HOMO and LUMO: 8.90 eV
HOMO: -11.20 eV
2S+1: 1
lowest unoccupied orbital energy: -2.302 eV
relative energy (zero: lowest compared OMol25 entry of this formula, charge and spin): 3.352 eV
E_tot: -7576.382 eV

=====

No. 6
ORCA calculation (ωB97M-V/def2-TZVPD) on a molecular structure, C4H37N3O14.

Each line ends with the Löwdin charge.
Geometry (Å):
N (2.1441, -1.1011, 0.6342)  0.02
C (1.1779, -0.8517, 1.7005)  -0.12
C (1.1724, 0.6129, 2.0926)  -0.37
N (0.0736, 1.1863, 2.6263)  0.11
C (-1.2610, 0.5798, 2.5791)  -0.16
C (-1.8602, 0.4829, 1.1632)  -0.22
N (-1.4703, 1.6064, 0.2875)  -0.01
O (2.2049, 1.2706, 1.9725)  0.08
H (3.0834, -1.2592, 0.9782)  0.11
H (2.2371, -0.3083, 0.0007)  0.04
H (1.3978, -1.5006, 2.5418)  0.14
H (0.1988, -1.1703, 1.3260)  0.09
H (0.0635, 2.1699, 2.8536)  0.13
H (-1.2625, -0.4090, 3.0571)  0.12
H (-1.8690, 1.2248, 3.2142)  0.11
H (-2.9510, 0.4636, 1.2372)  0.12
H (-1.6149, -0.4723, 0.7126)  0.05
H (-1.9195, 1.4517, -0.6104)  -0.04
H (-0.4716, 1.6578, 0.1172)  0.06
H (-1.6751, 3.1296, 1.6579)  0.00
H (-1.2683, 4.5187, 2.2310)  0.04
O (-1.5318, 3.6290, 2.4851)  -0.07
H (-0.2416, 3.7590, -3.3433)  0.08
H (0.0151, 3.4825, -1.8302)  0.04
O (-0.1330, 3.0273, -2.7268)  -0.08
H (2.3676, 0.7013, -2.0126)  0.03
H (3.8827, 0.7612, -1.5078)  0.09
O (2.9812, 0.6103, -1.2085)  -0.09
H (2.5507, 1.8094, -0.1348)  0.01
H (2.5216, 2.1498, 1.3861)  -0.17
O (2.3160, 2.5164, 0.5171)  -0.09
H (-2.3043, -3.2618, 0.5512)  0.03
H (-1.0535, -2.6656, -0.1141)  0.02
O (-1.9472, -2.4269, 0.1570)  -0.07
H (-2.3529, -4.9966, 2.0941)  0.06
H (-1.4257, -5.0166, 0.8429)  0.00
O (-2.3588, -4.8890, 1.1390)  -0.07
H (-0.4011, 3.7799, 0.3341)  0.01
H (1.0882, 3.5933, 0.0016)  0.02
O (0.2583, 4.0182, -0.3272)  -0.07
H (1.5171, -2.3112, -0.3968)  0.03
H (1.7204, -3.2577, -1.6294)  0.09
O (1.0322, -2.9069, -1.0489)  -0.09
H (0.2219, -5.8312, -0.3884)  0.07
H (0.4749, -4.3201, -0.1627)  0.01
O (0.1698, -5.1400, 0.2828)  -0.05
H (-2.7485, -0.5685, -2.0420)  0.03
H (-2.6380, -1.9365, -1.3941)  0.02
O (-2.7925, -1.5159, -2.2705)  -0.07
H (0.8785, 0.1436, -3.1838)  0.01
H (0.9208, 1.7142, -3.0881)  0.02
O (1.4637, 0.9204, -3.3003)  -0.06
H (0.3123, -1.8035, -2.0971)  0.01
H (-1.0873, -1.4235, -2.7204)  0.04
O (-0.1211, -1.1932, -2.7240)  -0.08
H (-0.8695, 0.2091, -1.9884)  0.05
H (-1.2670, 1.7217, -2.2552)  0.06
O (-1.4880, 0.9320, -1.7274)  -0.07

Cartesian forces, eV/Å:
N -0.209 -0.737 0.080
C -0.252 -0.127 -0.877
C -0.049 0.971 1.382
N -0.395 -1.346 -0.491
C -0.180 0.077 0.171
C 0.474 0.670 -0.242
N -0.864 1.845 5.243
O -0.930 -7.785 7.070
H -0.087 0.091 0.216
H 0.056 -0.182 0.145
H 0.028 0.147 0.354
H 0.005 0.219 0.234
H 0.331 0.131 -0.164
H 0.110 0.155 -0.104
H -0.072 -0.054 -0.124
H 0.020 0.157 0.130
H 0.179 -0.074 0.026
H -0.041 0.552 1.805
H -0.160 -0.385 0.081
H -0.145 -0.308 -0.287
H -0.079 0.048 0.037
O 0.158 0.146 0.187
H -0.011 -0.151 -0.150
H -0.066 -0.403 -0.246
O -0.051 0.824 0.452
H 0.591 0.186 0.033
H -0.084 0.054 -0.080
O 0.000 -0.083 -0.946
H -0.055 1.053 0.546
H 0.888 2.365 -0.532
O 0.136 4.788 -7.175
H 0.095 0.223 -0.075
H 0.024 -0.031 -0.081
O -0.054 -0.528 0.073
H -0.001 -0.032 0.015
H -0.227 -0.188 0.224
O 0.038 0.002 -0.051
H -0.076 -0.134 -0.232
H 0.380 -0.262 0.116
O 0.008 0.374 -0.052
H 0.309 0.392 0.310
H -0.067 -0.001 0.022
O 0.193 -0.356 0.017
H -0.006 0.058 0.101
H 0.042 -0.246 0.005
O 0.129 -0.018 -0.164
H -0.258 -0.195 -0.291
H -0.201 -0.027 -0.249
O 0.216 0.258 0.372
H -0.014 0.192 -0.337
H 0.173 -0.201 -0.251
O -0.036 -0.025 0.309
H -0.159 -0.032 -0.096
H 0.237 -0.228 -0.210
O -0.426 0.006 0.000
H -0.147 0.440 -0.022
H 0.211 -0.114 -0.264
O 0.370 -2.175 -5.967

gap between HOMO and LUMO: 8.41 eV
HOMO: -8.41 eV
2S+1: 1
lowest unoccupied orbital energy: 0.005 eV
relative energy (zero: lowest compared OMol25 entry of this formula, charge and spin): 2.657 eV
E_tot: -37883.265 eV